The following is a quantum chemistry calculation of a molecular structure, C4H4CrLiO5, from the Open Molecules 2025 dataset.

XYZ file:
```
15
Properties=species:S:1:pos:R:3:forces:R:3
O 3.4283 1.5754 -1.6130 -0.1 -0.2 0.7
C 3.7964 1.1498 -0.5205 0.9 0.8 -1.6
O 3.0827 0.4579 0.2480 -1.2 -0.3 1.2
Li 2.9535 0.0152 2.0561 0.5 -0.1 0.0
Cr 1.4970 0.9626 -1.1188 -0.7 -0.8 -0.5
C -0.2573 -0.1895 -1.4171 -0.2 -0.6 -1.3
C -1.3370 0.4808 -1.0398 1.4 2.1 0.4
H -0.0236 -1.2461 -1.5877 0.4 0.1 0.7
H -1.6615 1.3984 -1.5361 -0.2 -0.1 0.4
O -2.6997 -0.4406 2.0716 0.7 1.0 0.6
C -1.8960 -0.4464 1.0784 -1.5 -1.7 -1.3
O -1.1867 -1.4743 0.8122 0.3 -1.0 -3.0
O -2.0446 0.4901 0.2215 -0.7 0.3 -0.3
H -2.5177 -1.1547 2.7047 -0.2 -0.3 0.1
H -1.1336 -1.5785 -0.3596 0.6 0.7 4.0
```
Positions in Å, forces in eV/Å.

## Properties
Calculated total energy   -43054.9681 eV
LUMO level (spin up / spin down)   -9.030 / -9.055 eV
Gap between HOMO and LUMO (spin up / spin down)   7.2 / 7.6 eV
Strongest force on any atom   4.111 eV/Å
Total charge   +2
Multiplicity   6
Relative energy (zero: lowest compared OMol25 entry of this formula, charge and spin)   100.25 kcal/mol

natural (NBO) atomic charge list, values in e, 5 entries: -0.63, 0.83, -0.92, 0.99, 1.38

The following is a quantum chemistry calculation of a molecular structure, C4H4EuO3, from the Open Molecules 2025 dataset.

XYZ file:
```
12
Properties=species:S:1:pos:R:3:forces:R:3
O -1.8696 0.8787 0.8763 -2.6 0.3 1.4
C -1.2608 -0.2460 1.0733 3.8 2.4 -0.3
O -1.0570 -0.6602 -0.2636 0.2 -2.2 -1.8
O -0.5666 -0.6380 1.9726 -1.6 -0.5 -0.5
Eu -3.1232 0.4771 -0.9384 0.8 0.1 0.4
C 1.2762 0.0425 -0.5844 0.6 -0.1 0.5
C 1.7468 1.1280 -0.0165 -1.4 0.5 -1.3
C 0.3667 -1.0932 -0.6583 -0.8 0.3 0.8
H 1.1120 1.7291 0.6484 0.2 -0.4 0.4
H 2.5199 1.7334 -0.4983 0.3 -0.5 0.3
H 0.2622 -1.4729 -1.6823 -0.1 0.0 0.4
H 0.5934 -1.8785 0.0711 0.3 0.1 -0.4
```
Positions in Å, forces in eV/Å.

## Properties
Calculated total energy   -29674.1687 eV
LUMO level (spin up / spin down)   -5.548 / -5.418 eV
Gap between HOMO and LUMO (spin up / spin down)   6.1 / 7.8 eV
Strongest force on any atom   4.537 eV/Å
Total charge   +1
Multiplicity   9
Relative energy (zero: lowest compared OMol25 entry of this formula, charge and spin)   5.14 kcal/mol

Löwdin atomic charge list, values in e, 5 entries: -0.23, -0.75, -0.27, 0.15, 1.79

The following is a quantum chemistry calculation of a single C4H4F2O molecule, from the Open Molecules 2025 dataset.

XYZ file:
```
11
Properties=species:S:1:pos:R:3:forces:R:3
O -1.1979 -2.0988 0.3643 1.5 1.6 -2.4
C -0.5516 -1.3181 -0.3492 -0.4 -1.6 2.0
C 0.2327 -0.1566 0.2332 -3.0 2.2 -5.2
C 0.4082 0.1269 1.4847 0.6 -6.6 3.0
F 0.7195 1.1785 2.1431 0.3 1.3 0.2
C 0.1092 0.9405 -0.8884 -0.7 -1.1 -1.0
F 1.0602 1.8975 -0.4719 -1.1 -0.3 -1.6
H -0.5217 -1.3069 -1.5312 -0.4 -0.5 2.0
H 0.4613 -0.9954 2.0892 -0.3 3.6 -0.8
H 0.3084 0.3119 -1.9662 0.3 2.4 2.7
H -1.0284 1.4205 -1.1077 3.2 -1.0 1.1
```
Positions in Å, forces in eV/Å.

## Properties
Calculated total energy   -11691.4329 eV
LUMO level   -0.159 eV
Gap between HOMO and LUMO   10.1 eV
SMILES string   O=C/C(=C/F)CF
Strongest force on any atom   7.274 eV/Å
Total charge   0
Multiplicity   1
Relative energy (zero: lowest compared OMol25 entry of this formula, charge and spin)   76.17 kcal/mol

natural (NBO) atomic charge list, values in e, 5 entries: -0.51, 0.41, -0.33, 0.37, -0.27

The following is a quantum chemistry calculation of a single C4H4F3N3O molecule, from the Open Molecules 2025 dataset.

XYZ file:
```
15
Properties=species:S:1:pos:R:3:forces:R:3
N 1.1988 -1.4469 -0.7309 0.5 -0.3 -0.6
C 0.1315 -0.5690 -0.5494 1.6 0.1 1.2
C 0.0380 0.3700 0.4478 -1.2 -1.2 -1.1
C 0.9700 0.5121 1.6530 -0.7 0.2 -0.8
F 2.2671 0.2706 1.3108 -1.0 -0.3 0.4
F 0.6275 -0.3564 2.6852 0.7 1.7 -1.3
F 0.9397 1.8060 2.0464 -0.2 -0.9 0.7
N -1.1654 1.1040 0.2292 0.2 1.1 0.4
N -1.8713 0.4786 -0.8435 1.5 -0.6 1.8
C -1.0406 -0.4486 -1.4154 0.0 -0.3 -1.4
O -1.2496 -0.9500 -2.5187 0.2 -0.1 0.7
H 1.2511 -1.9959 -1.6181 -0.2 1.1 1.3
H 2.1044 -1.2126 -0.2619 -1.5 -0.4 -1.0
H -1.6673 1.5192 1.0247 0.0 -0.8 -0.8
H -2.5341 0.9189 -1.4592 0.0 0.7 0.3
```
Positions in Å, forces in eV/Å.

## Properties
Calculated total energy   -18882.3159 eV
LUMO level   0.782 eV
Gap between HOMO and LUMO   8.8 eV
SMILES string   Nc1c(C(F)(F)F)[nH][nH]c1=O
Strongest force on any atom   2.427 eV/Å
Total charge   0
Multiplicity   1
Relative energy (zero: lowest compared OMol25 entry of this formula, charge and spin)   17.86 kcal/mol

natural (NBO) atomic charge list, values in e, 5 entries: -0.82, 0.06, -0.03, 0.98, -0.32

The following is a quantum chemistry calculation of a molecular structure, C4H4F6N2S2, from the Open Molecules 2025 dataset.

XYZ file:
```
18
Properties=species:S:1:pos:R:3:forces:R:3
C -1.0429 -0.9923 -0.3215 -3.2 1.1 0.6
C 1.2038 -0.9104 -0.3000 2.1 -2.0 -0.5
C -1.1498 0.4708 0.2311 -3.2 -0.4 0.1
C 1.2500 0.5366 0.1931 0.9 -0.8 2.8
N 0.0777 -1.6510 0.1173 0.8 0.5 0.5
N 0.0167 1.1488 0.1149 2.3 -0.8 -0.3
F -2.1584 -1.5893 0.2062 0.4 -0.5 -0.6
F -1.2234 -0.9692 -1.6744 -0.1 -0.3 0.4
F 1.1934 -0.8780 -1.6930 0.9 0.3 0.6
F 2.3881 -1.5566 0.0601 -1.9 0.7 -0.5
F -1.6012 0.3562 1.5477 0.8 -0.2 0.0
F 1.7096 0.2759 1.8016 -1.3 0.6 -3.1
S -2.5711 1.4742 -0.5497 2.7 0.4 -1.2
S 2.6755 1.3429 -0.4967 0.0 2.5 1.3
H 0.0441 -2.6565 -0.0087 0.5 0.1 -0.2
H 0.0295 2.1030 0.2758 -0.2 2.1 0.3
H -3.4921 0.9224 0.1357 -1.3 -1.0 1.2
H 2.6504 2.5725 0.3603 -0.2 -2.4 -1.5
```
Positions in Å, forces in eV/Å.

## Properties
Calculated total energy   -45167.4674 eV
LUMO level   0.150 eV
Gap between HOMO and LUMO   10.4 eV
Strongest force on any atom   3.467 eV/Å
Total charge   0
Multiplicity   1
Relative energy (zero: lowest compared OMol25 entry of this formula, charge and spin)   14.68 kcal/mol

natural (NBO) atomic charge list, values in e, 5 entries: 0.76, 0.76, 0.38, 0.30, -0.66

The following is a quantum chemistry calculation of 2 unconnected molecules or ions with the total composition C4H4FN, from the Open Molecules 2025 dataset.

XYZ file:
```
10
Properties=species:S:1:pos:R:3:forces:R:3
C -2.2800 -0.0602 0.3974 -0.5 0.3 0.7
C 0.1137 -0.6851 -0.2601 2.0 -1.5 0.3
C -0.9417 -0.1333 0.2314 1.1 3.0 -0.8
C 1.4695 -0.0227 -0.3247 0.5 2.5 2.4
N -3.3885 0.0660 0.6627 -0.9 -0.1 0.0
F -0.6102 2.0579 0.3814 -0.4 -3.3 -0.2
H 0.1476 -1.8193 -0.3692 -0.6 1.4 0.0
H 2.1971 -0.3152 -1.0734 -0.5 -0.5 -0.2
H 1.9711 -0.2187 0.7320 -1.0 0.3 -2.1
H 1.3213 1.1305 -0.3775 0.1 -2.1 0.1
```
Positions in Å, forces in eV/Å.

## Properties
Calculated total energy   -8415.3699 eV
LUMO level (spin up / spin down)   -2.417 / -2.416 eV
Gap between HOMO and LUMO (spin up / spin down)   8.9 / 8.9 eV
Strongest force on any atom   3.451 eV/Å
Total charge   0
Multiplicity   1
Relative energy (zero: lowest compared OMol25 entry of this formula, charge and spin)   102.08 kcal/mol

natural (NBO) atomic charge list, values in e, 5 entries: 0.15, -0.17, 0.33, -0.66, -0.14

The following is a quantum chemistry calculation of a single C4H4FN3O5 molecule, from the Open Molecules 2025 dataset.

XYZ file:
```
17
Properties=species:S:1:pos:R:3:forces:R:3
O 3.0023 0.9826 0.6592 -1.1 1.0 0.5
C 1.8359 0.6533 0.5710 1.2 -0.7 -0.3
N 1.5299 -0.4882 -0.0816 -0.4 -1.3 -0.1
C 1.3162 -0.7801 -1.2726 0.4 -0.1 -0.2
O 1.2635 0.1410 -2.2467 0.5 -0.2 0.1
N 0.7670 1.1180 1.3215 1.0 0.5 -1.0
C -0.5618 0.8399 1.3133 1.6 -1.5 -4.5
O -1.2549 0.9268 2.2292 -2.5 1.1 3.9
C -1.0386 0.3260 -0.0414 1.3 4.2 1.1
F -0.7233 1.1285 -1.1060 -0.6 -1.5 1.0
N -1.9530 -0.5338 -0.1238 -0.4 -2.6 1.1
O -2.2560 -1.2058 -1.0762 -1.1 -0.7 -2.5
O -2.4764 -0.9621 1.1037 0.0 6.2 0.5
H 1.2729 -1.8579 -1.4296 -0.4 0.2 -1.0
H 0.7058 -0.0932 -2.9899 -0.1 -0.4 -0.2
H 1.0520 1.6508 2.0676 0.7 1.6 2.2
H -2.4814 -1.8459 1.1023 0.1 -5.7 -0.7
```
Positions in Å, forces in eV/Å.

## Properties
Calculated total energy   -21632.9760 eV
LUMO level (spin up / spin down)   -0.003 / -0.003 eV
Gap between HOMO and LUMO (spin up / spin down)   9.8 / 9.8 eV
SMILES string   O=C(/N=C\O)NC(=O)/C(F)=[N+](/[O-])O
Strongest force on any atom   6.267 eV/Å
Total charge   0
Multiplicity   1
Relative energy (zero: lowest compared OMol25 entry of this formula, charge and spin)   8.32 kcal/mol

natural (NBO) atomic charge list, values in e, 5 entries: -0.56, 0.77, -0.54, 0.45, -0.66

The following is a quantum chemistry calculation of a single C4H4FNO molecule, from the Open Molecules 2025 dataset.

XYZ file:
```
11
Properties=species:S:1:pos:R:3:forces:R:3
O -0.4530 0.2380 2.1830 -0.5 -0.9 2.5
C -0.1955 0.2360 0.8889 0.9 -4.6 -1.3
C -0.1181 1.2172 -0.0247 -0.2 -0.3 0.4
C 0.1687 0.7298 -1.3172 -0.4 -0.1 -0.4
C 0.2461 -0.6095 -1.1848 0.1 0.0 0.6
N 0.0097 -1.0479 0.0789 -1.0 4.4 1.1
F 0.2578 -2.3340 0.4390 0.1 0.4 0.4
H -0.4243 -0.6009 2.7551 0.2 1.6 -2.1
H -0.3636 2.1799 0.2500 -0.3 2.0 0.4
H 0.2054 1.2784 -2.2696 0.2 -0.3 0.8
H 0.6667 -1.2870 -1.7986 0.9 -2.2 -2.4
```
Positions in Å, forces in eV/Å.

## Properties
Calculated total energy   -10463.8879 eV
LUMO level   0.518 eV
Gap between HOMO and LUMO   8.5 eV
SMILES string   Oc1cccn1F
Strongest force on any atom   4.865 eV/Å
Total charge   0
Multiplicity   1
Relative energy (zero: lowest compared OMol25 entry of this formula, charge and spin)   84.58 kcal/mol

natural (NBO) atomic charge list, values in e, 5 entries: -0.68, 0.43, -0.37, -0.30, -0.08

The following is a quantum chemistry calculation of a single C4H4FNO molecule, from the Open Molecules 2025 dataset.

XYZ file:
```
11
Properties=species:S:1:pos:R:3:forces:R:3
C 0.5443 0.2010 0.3839 0.4 -2.7 -2.9
C -0.1153 0.7129 -0.8966 0.9 -0.3 1.6
C -1.1762 0.1740 -1.6579 2.3 0.4 0.6
N -1.3682 0.9204 -2.6917 -2.2 -1.0 -1.6
O -0.5322 1.9638 -2.6260 0.6 1.8 -1.2
C 0.2417 1.8127 -1.5958 1.3 0.1 2.3
F 1.2196 2.7200 -1.2983 -1.7 -1.1 -0.9
H -0.1568 -0.4712 0.9357 0.4 1.5 0.3
H 1.2954 -0.6457 0.0284 -0.8 2.0 0.8
H 1.0385 1.0850 0.7623 0.1 -0.5 1.2
H -1.4631 -0.8414 -1.5228 -1.2 -0.3 -0.2
```
Positions in Å, forces in eV/Å.

## Properties
Calculated total energy   -10465.3156 eV
LUMO level   0.782 eV
Gap between HOMO and LUMO   10.4 eV
SMILES string   Cc1cnoc1F
Strongest force on any atom   3.940 eV/Å
Total charge   0
Multiplicity   1
Relative energy (zero: lowest compared OMol25 entry of this formula, charge and spin)   51.66 kcal/mol

natural (NBO) atomic charge list, values in e, 5 entries: -0.64, -0.22, -0.03, -0.11, -0.26

The following is a quantum chemistry calculation of a single C4H4FNOS molecule, from the Open Molecules 2025 dataset.

XYZ file:
```
12
Properties=species:S:1:pos:R:3:forces:R:3
O 1.6429 1.5322 -0.2191 -0.5 -2.8 1.5
N 0.5558 0.5800 0.1407 2.0 2.7 -0.4
C -0.9057 0.9252 -0.0023 2.0 0.6 -1.2
C -1.4086 -0.5344 -0.0809 0.9 -1.7 -0.6
F -2.7472 -0.8748 -0.3165 2.7 0.9 1.0
C -0.3485 -1.4369 0.1508 -2.4 2.5 -1.0
C 0.9425 -0.6784 -0.0184 -3.3 -0.8 1.6
S 2.4609 -1.2242 -0.1750 0.9 -0.3 -0.2
H 2.4433 0.8057 0.0096 -1.8 2.0 -0.9
H -1.3697 1.5433 0.7609 0.2 -0.8 1.4
H -0.8411 1.8291 -0.6972 -0.7 -2.0 -0.8
H -0.4246 -2.4667 0.4475 -0.1 -0.2 -0.5
```
Positions in Å, forces in eV/Å.

## Properties
Calculated total energy   -21299.1305 eV
LUMO level   -0.227 eV
Gap between HOMO and LUMO   8.9 eV
SMILES string   ON1CC(F)=CC1=S
Strongest force on any atom   3.791 eV/Å
Total charge   0
Multiplicity   1
Relative energy (zero: lowest compared OMol25 entry of this formula, charge and spin)   80.37 kcal/mol

natural (NBO) atomic charge list, values in e, 5 entries: -0.57, -0.11, -0.33, 0.44, -0.31

The following is a quantum chemistry calculation of a single C4H4FNOS molecule, from the Open Molecules 2025 dataset.

XYZ file:
```
12
Properties=species:S:1:pos:R:3:forces:R:3
F -0.4381 -0.7998 -2.3019 0.1 -1.3 -1.4
C 0.6431 -0.0718 -1.8237 -0.6 1.6 -2.1
C 0.2164 -0.0296 -0.4155 -1.8 1.1 1.4
C -1.0505 -0.2120 0.1246 2.5 -1.7 0.2
N -0.7639 -0.1964 1.5548 -0.8 1.1 -0.5
C 0.5235 0.2885 1.7934 -2.1 0.4 -2.0
S 1.1095 0.9167 3.1502 0.6 0.0 0.7
O 1.0923 0.3867 0.5308 0.6 -0.6 1.1
H 0.3739 0.9693 -2.4369 1.9 -2.2 1.9
H 1.6937 -0.5786 -2.0575 -2.3 1.2 0.5
H -1.9045 -0.7911 -0.3377 1.1 1.2 0.8
H -1.4953 0.1181 2.2194 0.9 -0.6 -0.6
```
Positions in Å, forces in eV/Å.

## Properties
Calculated total energy   -21301.2072 eV
LUMO level   0.549 eV
Gap between HOMO and LUMO   8.9 eV
SMILES string   FCc1c[nH]c(=S)o1
Strongest force on any atom   3.428 eV/Å
Total charge   0
Multiplicity   1
Relative energy (zero: lowest compared OMol25 entry of this formula, charge and spin)   32.48 kcal/mol

natural (NBO) atomic charge list, values in e, 5 entries: -0.37, 0.00, 0.21, -0.12, -0.59

The following is a quantum chemistry calculation of a single C4H4FP molecule, from the Open Molecules 2025 dataset.

XYZ file:
```
10
Properties=species:S:1:pos:R:3:forces:R:3
C 0.8539 0.8361 -0.0204 0.9 1.9 0.0
C -0.4878 0.9396 0.0495 -1.2 1.5 0.3
C -1.0516 -2.0608 -0.1359 -4.1 0.1 0.0
C 1.6449 -0.2752 -0.3177 1.2 -2.2 -0.4
F 2.8653 -0.3921 0.2668 -1.8 0.9 -0.3
P -1.4821 -0.5358 0.2088 1.8 0.1 -0.1
H 1.5076 1.7219 -0.2037 -0.6 -0.1 0.4
H -1.0599 1.9653 0.0029 1.4 -2.1 0.1
H -0.0578 -2.0612 -0.0585 4.5 -0.7 0.1
H -2.7324 -0.1377 0.2082 -2.2 0.6 -0.1
```
Positions in Å, forces in eV/Å.

## Properties
Calculated total energy   -16210.8780 eV
LUMO level (spin up / spin down)   -1.485 / -1.600 eV
Gap between HOMO and LUMO (spin up / spin down)   7.3 / 7.2 eV
Strongest force on any atom   4.582 eV/Å
Total charge   0
Multiplicity   1
Relative energy (zero: lowest compared OMol25 entry of this formula, charge and spin)   175.86 kcal/mol

natural (NBO) atomic charge list, values in e, 5 entries: -0.44, -0.48, -0.64, 0.42, -0.33